1.
Density functional theory data (wB97M-V/def2-TZVPD) for a 11-piece molecular cluster, C60H70Cl6N10 overall at a distorted geometry.

Computed properties:
E_tot (hartree): -5635.88307
Kohn-Sham gap (alpha / beta) (eV): 2.4 / 3.0
Net charge: +3
Maximum force (eV/Å): 4.09
Spin multiplicity: 2
⟨S²⟩: 1.792

Atoms and positions in Å:
C  4.427  0.833  7.770
C  2.867  -5.340  -1.963
H  4.189  3.757  7.572
C  0.486  -0.732  2.087
H  1.845  0.775  -0.638
C  0.245  2.864  3.142
H  -0.406  -7.587  -4.779
H  3.837  -5.735  -1.663
H  -9.423  -5.925  -4.991
N  -8.505  -4.161  -5.636
C  -2.160  -1.871  -6.832
C  1.619  6.017  4.221
C  -4.599  -6.780  -3.579
H  2.119  3.190  -4.929
C  3.937  -0.086  4.150
H  2.991  6.667  1.878
H  3.705  -1.254  -0.289
H  3.890  3.404  11.891
H  0.134  -1.729  2.307
H  -1.482  -5.513  -5.443
N  -4.031  -2.094  -8.243
H  -7.579  -2.314  -5.932
C  3.811  -1.305  6.659
C  -5.066  -2.875  -9.001
H  4.287  -3.254  -1.456
C  -2.411  -5.896  -5.047
H  0.411  9.159  -0.803
N  0.544  1.614  2.390
H  3.910  0.461  3.219
Cl  -2.716  -2.037  1.202
H  2.144  -6.143  -1.817
C  -3.600  0.015  -7.149
N  0.093  7.847  0.696
C  -1.179  1.585  -6.579
H  3.615  6.731  3.851
C  0.845  5.309  5.088
H  -1.718  8.119  1.762
H  2.689  0.063  8.774
H  -0.156  -2.831  0.378
C  5.538  1.715  7.976
C  4.357  0.626  5.293
H  6.314  1.581  7.237
H  -1.274  -2.324  -6.413
C  1.137  6.710  3.022
C  -2.413  -0.546  -6.641
N  4.598  2.545  9.985
H  -3.830  -4.713  -6.097
C  3.520  0.750  8.835
H  1.188  3.265  3.513
H  4.384  4.492  10.558
C  -7.415  -3.334  -5.618
Cl  3.665  1.113  -2.783
C  -0.324  2.471  -6.005
H  -3.873  1.053  -7.025
C  -0.768  0.068  -4.839
C  1.292  3.130  -4.222
C  4.627  3.583  11.108
H  -5.395  -3.078  -5.227
C  1.647  -1.870  0.147
C  0.300  0.386  2.900
H  -0.236  3.510  -6.287
H  -0.267  0.396  3.819
C  3.562  1.647  9.902
C  -7.196  -5.942  -4.841
C  -8.480  -5.440  -5.191
H  2.045  7.679  -0.057
H  -1.201  9.222  -0.094
H  -5.405  -2.291  -9.857
C  1.929  6.861  1.897
C  3.624  -2.232  3.061
C  1.210  1.779  1.229
C  4.257  0.048  6.557
Cl  5.526  -3.175  -3.990
H  0.762  0.755  -3.386
C  -9.760  -3.487  -6.088
C  -0.687  7.798  1.806
C  3.144  4.065  7.627
C  2.929  -2.003  -0.356
H  -0.789  6.981  3.852
H  -1.021  -8.395  -3.393
H  2.781  1.728  10.644
H  -10.587  -3.643  -5.396
H  5.631  3.598  11.532
C  0.836  -2.967  -0.026
H  3.173  4.835  8.398
C  3.495  5.548  5.688
H  0.811  4.042  6.867
C  3.703  -2.109  5.516
N  -2.279  -6.871  -4.117
N  0.351  2.143  -4.851
H  1.421  2.799  0.943
H  -7.215  -6.976  -4.530
C  -0.177  7.164  2.981
H  2.569  -2.330  2.806
H  -0.207  5.153  4.903
H  -2.779  -3.660  -8.007
C  2.988  6.136  4.499
C  3.311  -3.177  -1.001
H  -9.652  -2.412  -6.228
Cl  -0.307  4.293  -0.780
N  2.497  -4.206  -1.162
H  -9.981  -3.969  -7.041
C  0.148  0.965  -4.249
C  -1.441  0.386  -5.988
H  4.034  -1.676  2.218
H  2.506  3.229  7.909
C  1.523  0.660  0.386
Cl  0.661  1.132  6.425
C  1.378  7.489  0.770
H  0.826  4.115  -4.212
C  -3.680  -5.369  -5.252
C  -3.326  -7.242  -3.310
H  -0.293  -6.697  -3.332
H  -1.746  1.910  -7.438
C  -6.178  -3.821  -5.198
C  -4.752  -5.755  -4.502
H  -1.031  -0.822  -4.286
Cl  -0.683  -7.500  -0.315
H  -5.933  -2.925  -8.342
H  3.549  -1.767  7.600
C  -6.081  -5.124  -4.721
C  1.216  -4.092  -0.760
C  -2.982  -2.649  -7.687
C  5.662  2.542  9.080
C  -0.941  -7.407  -3.847
H  3.541  -3.177  5.526
H  6.396  3.309  9.277
H  1.583  2.800  -3.225
C  -4.324  -0.797  -8.056
H  4.494  5.662  6.083
H  -3.082  -7.902  -2.491
H  4.180  -3.161  3.189
N  2.697  4.677  6.356
H  2.858  -4.846  -2.935
H  -5.508  -7.142  -3.121
C  1.217  -0.594  0.852
H  -4.762  -3.908  -9.168
H  4.531  1.688  5.198
C  1.387  4.597  6.142
H  -0.458  2.545  3.912
C  -0.426  8.550  -0.461
H  0.501  -4.883  -0.933
H  -0.277  3.575  2.501
H  -5.278  -0.455  -8.429
N  3.747  -1.432  4.277
H  -0.663  7.848  -1.260

Atomic forces in eV per Å
C 0.5784 -0.0620 -0.1178
C 0.3107 -0.2890 -0.4744
H -0.2358 -0.2659 -0.5015
C 1.3424 0.6387 -0.8568
H 0.7666 0.4763 0.0127
C -0.5682 -1.0517 0.0035
H -0.4270 0.0266 -0.4554
H 0.0586 0.3001 -0.2322
H 0.1191 -0.2777 -0.4556
N -1.5003 2.8609 -0.1383
C -0.1101 -1.8282 -1.1016
C 1.9011 0.5679 -0.1715
C 0.7430 -0.3653 0.2951
H 0.3431 -0.1689 0.4586
C 1.6139 0.4572 3.1599
H -0.1054 -0.3390 -0.1035
H -0.1810 0.3516 -0.0771
H 0.0436 -0.2909 -0.3132
H -0.2457 0.1315 0.6664
H -0.1288 -0.2878 -0.5650
N -1.4750 0.4426 -1.0134
H 0.0484 -0.0628 0.0499
C -0.2169 -1.2615 -1.7650
C -0.3562 0.2000 0.7015
H 0.1085 -0.1443 0.1292
C -1.5074 -0.0766 0.9026
H -0.2252 0.1832 -0.2340
N 1.7216 0.5381 -0.6882
H -0.2190 -0.7152 -0.3852
Cl 0.7732 0.1812 -0.2084
H -0.1737 0.1603 -0.2478
C -0.0583 -1.8072 -2.2552
N -0.2522 0.4677 2.0101
C -0.4346 1.5320 -0.9114
H 0.1997 0.0443 0.3520
C -1.3576 -1.1477 0.3457
H 0.0966 0.1402 -0.2718
H -0.1734 0.0871 0.0579
H -0.8050 -0.6499 -0.1627
C 0.3604 0.3048 0.2166
C -1.0069 -0.7074 -1.9600
H 0.4009 0.6246 0.1025
H 0.0607 -0.0622 -0.0697
C -0.9308 -0.3660 -0.4340
C -0.5148 1.7708 0.4210
N 0.3312 0.6211 1.4125
H 0.0763 0.3534 0.1673
C -0.8386 0.6277 1.4365
H -0.2770 -0.1436 0.1965
H 0.1852 0.4239 0.6620
C 1.9384 -1.4813 0.5406
Cl -0.6367 -0.2967 0.1294
C 0.7269 0.2542 1.8242
H -0.0778 -0.0677 0.1352
C 0.4505 0.0508 1.3971
C -0.1160 0.2079 -0.8935
C 0.0592 -0.7659 -1.7479
H 0.3953 -0.2451 0.3255
C 0.5520 0.8738 -0.0301
C -1.5659 -0.5750 -1.1322
H 0.2533 -0.1180 -0.3734
H 0.2064 -0.3197 0.2570
C 0.7488 -0.8219 -1.6005
C -4.0658 -0.0673 0.4560
C 3.0926 -0.5602 0.8783
H -0.4259 0.0331 -0.3534
H -0.1948 -0.3214 -0.5762
H 0.5369 -0.4022 -0.2672
C -0.5674 1.3790 -0.8943
C -0.2206 0.4855 -0.4001
C -0.2424 -1.5765 -1.2975
C -0.4853 -0.1643 1.6475
Cl -0.0333 0.0600 0.0047
H 0.0308 -0.0266 0.2332
C 0.0226 -1.2572 -0.1928
C 1.1829 -2.1745 1.5494
C 1.0092 0.2861 0.3609
C 1.0182 -0.5258 -0.6052
H -0.3435 0.4482 -0.1614
H 0.0764 0.5225 0.5812
H 0.1047 -0.1536 0.0640
H 0.1495 -0.1708 0.0546
H -0.1479 0.1397 -0.0392
C -1.0623 -0.0710 -0.2151
H -0.5242 0.1177 0.0072
C -1.0128 -0.4133 -2.0118
H -0.1247 -0.4285 -0.3258
C 0.0072 3.5401 0.3030
N 0.1992 0.5546 0.8944
N -0.5359 0.2470 -0.0892
H -0.1880 0.0232 -0.2928
H 0.3288 -0.0607 0.0590
C -0.5424 0.7416 -1.6783
H 0.0024 -0.6662 0.2497
H -0.1469 0.1858 0.0818
H 0.1529 -0.1213 0.3841
C 0.6314 -0.5911 2.0367
C 0.8061 1.2954 0.4076
H 0.3602 -0.2513 0.0889
Cl 0.3173 0.2784 0.2517
N -1.8895 0.4953 0.9275
H -0.4696 0.2986 -0.0692
C -0.4444 -0.2084 -1.3228
C -0.0892 -1.6097 0.3996
H 0.3438 -0.0392 0.1789
H -0.0217 0.0387 -0.2992
C -0.6084 1.4865 1.0937
Cl 0.4508 0.6187 -0.2135
C 0.9406 -1.1629 0.7135
H -0.3221 -0.2056 0.2353
C 2.7138 0.5711 -1.1231
C -0.4055 -0.1368 -0.7840
H -0.5298 -0.2555 0.7406
H 0.1801 0.0111 -0.2052
C -2.1929 2.3653 -1.1681
C -2.9866 0.4415 0.0457
H 0.2333 -0.1887 0.0147
Cl 0.2217 0.4796 -0.7040
H 0.0219 -0.0892 0.2044
H 0.4031 0.0725 0.1633
C 2.7593 -1.7576 -0.6419
C -0.2471 0.9434 1.4840
C 1.5200 0.4808 1.0837
C -1.9386 -0.9950 -0.6230
C 0.7707 -0.4780 -0.6630
H -0.1198 0.1021 -0.2022
H 0.3856 -0.3738 -0.1525
H 0.0922 -0.0315 -0.2876
C -0.1120 1.5095 2.4493
H 0.0887 0.0115 -0.2453
H 0.1092 -0.1981 0.0007
H -0.3830 -0.0392 -0.1398
N 0.2530 0.8481 1.4606
H 0.3513 -1.1830 -0.5861
H 0.4289 -0.1422 0.6876
C -0.9507 -1.3450 1.5114
H 0.2901 0.3708 -0.4043
H 0.1265 0.0196 -0.0474
C -0.2148 0.5327 -0.5461
H 0.4356 0.3402 0.4500
C 0.7964 0.6355 -0.6172
H 0.0707 -0.5781 0.0214
H 0.2259 -0.1328 -0.3868
H 0.1137 0.0065 -0.4113
N 0.1268 -0.6994 0.1031
H -0.4862 -0.0019 0.2604

Löwdin atomic charge list, values in e, 99 entries: number 1, C, carries -0.20; number 2, C, carries 0.02; number 3, H, carries 0.07; number 4, C, carries 0.02; number 5, H, carries 0.05; number 6, C, carries -0.01; number 7, H, carries 0.09; number 8, H, carries 0.12; number 9, H, carries 0.14; number 10, N, carries -0.14; number 11, C, carries 0.06; number 12, C, carries -0.16; number 13, C, carries 0.04; number 14, H, carries 0.10; number 15, C, carries -0.01; number 16, H, carries 0.13; number 17, H, carries 0.12; number 18, H, carries 0.10; number 19, H, carries 0.09; number 20, H, carries 0.13; number 21, N, carries -0.08; number 22, H, carries 0.11; number 23, C, carries 0.03; number 24, C, carries 0.06; number 25, H, carries 0.09; number 26, C, carries -0.01; number 27, H, carries 0.11; number 28, N, carries -0.07; number 29, H, carries 0.13; number 30, Cl, carries -0.70; number 31, H, carries 0.09; number 32, C, carries 0.08; number 33, N, carries -0.08; number 34, C, carries 0.01; number 35, H, carries 0.12; number 36, C, carries 0.02; number 37, H, carries 0.15; number 38, H, carries 0.11; number 39, H, carries 0.05; number 40, C, carries -0.02; number 41, C, carries -0.01; number 42, H, carries 0.12; number 43, H, carries 0.14; number 44, C, carries -0.15; number 45, C, carries -0.13; number 46, N, carries -0.13; number 47, H, carries 0.08; number 48, C, carries -0.02; number 49, H, carries 0.08; number 50, H, carries 0.08; number 51, C, carries -0.06; number 52, Cl, carries -0.54; number 53, C, carries 0.04; number 54, H, carries 0.14; number 55, C, carries 0.06; number 56, C, carries -0.01; number 57, C, carries 0.03; number 58, H, carries 0.10; number 59, C, carries -0.14; number 60, C, carries -0.01; number 61, H, carries 0.15; number 62, H, carries 0.09; number 63, C, carries -0.03; number 64, C, carries 0.01; number 65, C, carries -0.01; number 66, H, carries 0.16; number 67, H, carries 0.11; number 68, H, carries 0.11; number 69, C, carries 0.06; number 70, C, carries -0.01; number 71, C, carries -0.01; number 72, C, carries -0.19; number 73, Cl, carries 0.09; number 74, H, carries 0.10; number 75, C, carries 0.01; number 76, C, carries 0.06; number 77, C, carries 0.01; number 78, C, carries 0.01; number 79, H, carries 0.13; number 80, H, carries 0.09; number 81, H, carries 0.13; number 82, H, carries 0.10; number 83, H, carries 0.10; number 84, C, carries 0.05; number 85, H, carries 0.11; number 86, C, carries 0.06; number 87, H, carries 0.11; number 88, C, carries 0.04; number 89, N, carries -0.09; number 90, N, carries -0.04; number 91, H, carries 0.07; number 92, H, carries 0.12; number 93, C, carries 0.08; number 94, H, carries 0.08; number 95, H, carries 0.14; number 96, H, carries 0.15; number 97, C, carries 0.07; number 98, C, carries -0.02; number 99, H, carries 0.09


2.
Density functional theory data (wB97M-V/def2-TZVPD) for a 2-piece molecular cluster, C4H6NOS overall at a distorted geometry.

Computed properties:
E_tot (hartree): -683.89987
Kohn-Sham gap (eV): 8.8
Net charge: +1
Maximum force (eV/Å): 5.50

Atoms and positions in Å:
H  0.036  0.902  0.739
S  -3.303  0.086  -0.168
C  3.047  -0.722  -0.805
H  -1.475  3.119  0.369
O  2.487  -0.495  0.229
H  2.624  -0.445  -1.795
H  4.074  -1.196  -0.847
C  -3.072  1.766  -0.016
C  -1.646  -0.164  0.122
N  -0.950  0.950  0.375
H  -3.784  2.430  0.066
H  -1.108  -1.126  0.171
C  -1.783  2.024  0.304

Atomic forces in eV per Å
H -1.1260 0.2950 -0.7796
S 1.1772 -0.3625 -0.0023
C 1.1317 -0.1981 -0.6425
H 0.1416 -1.9245 0.3093
O -0.4970 0.0982 0.2297
H -0.0477 -0.0851 0.2412
H -0.8029 0.2758 0.1673
C 4.1579 -3.5581 0.5458
C 0.7406 -0.9116 0.3298
N -0.5827 -0.9998 0.1507
H -3.7789 3.2327 -0.1457
H -0.7310 0.4812 -0.1460
C 0.2172 3.6569 -0.2576

natural (NBO) charges in e: number 1, H, carries 0.49; number 2, S, carries 0.66; number 3, C, carries 0.30; number 4, H, carries 0.28; number 5, O, carries -0.54; number 6, H, carries 0.11; number 7, H, carries 0.13; number 8, C, carries -0.40; number 9, C, carries -0.11; number 10, N, carries -0.46; number 11, H, carries 0.26; number 12, H, carries 0.28; number 13, C, carries -0.01